(1)
{"formula": "C20H45F6N3O7V", "method": "the ωB97M-V functional and the def2-TZVPD basis", "largest_force_ev_per_a": 3.7, "charge": 1, "spin_multiplicity": 3, "total_energy_ev": -82258.409, "gap_ev": [7.80, 9.29], "elements": ["V", "C", "O", "O", "C", "F", "F", "F", "C", "C", "H", "H", "H", "H", "H", "H", "C", "O", "O", "C", "F", "F", "F", "C", "C", "H", "H", "H", "H", "H", "H", "C", "C", "C", "O", "C", "N", "H", "H", "H", "H", "H", "H", "H", "H", "H", "H", "H", "C", "C", "C", "O", "C", "N", "H", "H", "H", "H", "H", "H", "H", "H", "H", "H", "H", "C", "C", "C", "O", "C", "N", "H", "H", "H", "H", "H", "H", "H", "H", "H", "H", "H"], "positions_angstrom": [[-0.403563, 0.644711, 0.000925], [0.797035, 1.301411, 3.305884], [0.897195, 2.740694, 3.188932], [0.189881, 0.837181, 2.062330], [2.171153, 0.624285, 3.782266], [2.329552, 0.906559, 5.058640], [2.191146, -0.720614, 3.704401], [3.210591, 1.057620, 3.107635], [0.350484, 3.454227, 4.385396], [0.168435, 4.940819, 3.988708], [-0.363922, 5.432902, 4.802669], [1.130898, 5.438667, 3.870750], [-0.359957, 5.042849, 3.040819], [0.915935, 3.407419, 5.316075], [-0.673552, 3.111998, 4.534829], [0.057940, 1.039002, 4.062840], [-3.386921, -1.244447, -0.040038], [-3.161062, -1.965560, -1.233136], [-2.285877, -0.345832, 0.101593], [-4.849538, -0.757491, 0.242931], [-5.152591, -0.743650, 1.535940], [-5.122868, 0.459875, -0.207545], [-5.715633, -1.583388, -0.356276], [-3.551068, -3.314372, -1.354908], [-2.594955, -4.013748, -2.278653], [-1.608186, -4.063810, -1.818337], [-2.988136, -4.999455, -2.527448], [-2.460853, -3.510137, -3.235994], [-4.556704, -3.450323, -1.752783], [-3.540120, -3.942381, -0.464080], [-3.202697, -2.031209, 0.691513], [-1.129735, -0.727931, -4.079909], [-0.053500, -0.530547, -3.018812], [1.389409, -0.453641, -3.539592], [2.217649, -0.480247, -2.370791], [3.557114, -0.868028, -2.643116], [-0.378186, 0.713474, -2.228307], [-2.137074, -0.697972, -3.664606], [-1.122611, -1.623317, -4.701468], [-1.117849, 0.011916, -4.880275], [-0.117045, -1.440239, -2.421721], [1.524494, 0.434674, -4.156644], [1.458301, -1.411397, -4.055390], [4.088921, -0.945182, -1.694792], [4.058191, -0.189342, -3.333331], [3.528168, -1.903328, -2.982846], [-1.311929, 0.944984, -2.535920], [0.147963, 1.495675, -2.590853], [1.452751, -3.284733, -0.899127], [0.392908, -2.542296, -0.051916], [0.261905, -3.121506, 1.418604], [1.572429, -3.322473, 1.989083], [1.565433, -4.020549, 3.251710], [0.833622, -1.106064, -0.025576], [1.200947, -4.275843, -1.276476], [2.377881, -3.368062, -0.328775], [1.698001, -2.866133, -1.875205], [-0.611457, -2.564382, -0.474842], [-0.320550, -4.039973, 1.346007], [-0.268961, -2.466382, 2.109326], [2.569701, -4.038952, 3.675035], [1.357966, -5.057621, 2.988015], [0.746660, -3.723276, 3.906950], [1.641875, -1.205375, 0.571894], [1.389847, -1.175367, -0.865759], [-0.735795, 4.962092, -0.483784], [-0.377914, 3.529904, -0.716867], [1.071192, 3.307981, -0.362717], [1.372981, 1.889859, -0.445228], [2.831304, 1.741081, -0.316750], [-1.267780, 2.636528, -0.030166], [-0.622847, 5.181328, 0.577949], [-1.762102, 5.169697, -0.786571], [-0.057213, 5.673584, -0.954330], [-0.508074, 3.364677, -1.786381], [1.260136, 3.765957, 0.608192], [1.751712, 3.878185, -0.995074], [3.295962, 2.242236, 0.532393], [3.322283, 1.988582, -1.257905], [3.032897, 0.675124, -0.210993], [-2.143263, 3.037758, -0.334561], [-1.358761, 3.051065, 0.886342]], "forces_ev_per_angstrom": [[-0.91, -1.28, 2.84], [-1.70, -0.07, -2.84], [0.19, -0.61, 2.27], [1.11, -0.01, -0.09], [-1.87, -0.08, -0.97], [0.22, 0.60, 1.03], [-0.51, 0.10, -0.39], [0.93, 0.55, -0.67], [-0.63, 1.04, -1.99], [0.83, -0.72, 0.24], [-0.13, 0.11, -0.17], [0.06, 0.00, 0.04], [-0.24, -0.08, 0.15], [0.36, -0.54, -0.32], [0.11, -0.59, 0.24], [0.15, 0.05, 0.37], [3.40, -0.91, 1.01], [-0.58, 0.84, -0.78], [-0.31, 1.00, -0.44], [0.36, 0.37, -0.84], [0.47, -0.28, 0.48], [0.25, 0.79, -0.48], [0.02, -0.46, -0.10], [-0.42, -0.92, -0.58], [0.40, 0.15, -0.64], [0.05, -0.34, -0.01], [0.24, -0.15, 0.24], [-0.17, 0.26, -0.01], [-0.22, 0.52, -0.01], [0.06, 0.70, 0.87], [-0.50, 0.07, 0.90], [-0.38, 0.39, -1.26], [-0.12, 0.10, -0.50], [-1.34, -0.95, 1.33], [0.10, 0.77, -0.89], [-0.21, -0.68, 0.41], [-0.46, -0.94, 0.21], [0.09, -0.02, 0.40], [0.56, -0.53, 0.61], [0.21, 0.65, 0.20], [0.02, 0.39, 0.59], [0.40, -0.10, -0.21], [0.70, 0.19, -0.65], [0.01, 0.48, 0.05], [0.02, -0.11, -0.04], [0.27, 0.01, -0.63], [-0.65, 0.03, 0.38], [0.65, 0.00, 0.06], [-0.15, -0.87, -0.15], [-0.32, -0.56, 1.20], [1.07, 0.16, -0.43], [-0.45, 0.34, -0.18], [-0.42, -0.92, -1.51], [0.57, -1.42, -0.31], [-0.44, -0.39, 0.86], [0.00, -0.04, 0.02], [-0.18, 0.93, 0.19], [0.03, -0.08, -0.13], [0.18, -0.42, 0.04], [-0.31, 0.44, -0.37], [-0.25, 0.65, 0.10], [-0.11, -0.36, 0.21], [0.34, 0.54, 0.23], [0.04, 0.84, 1.44], [-0.18, 1.31, -0.99], [0.10, 0.89, 0.64], [1.59, 0.90, -1.75], [-0.08, -0.01, 0.14], [1.08, 1.44, 0.50], [-0.31, -1.59, -0.30], [-0.70, 0.67, 0.64], [-0.27, 0.03, 0.24], [0.03, 0.13, -0.04], [-0.10, -0.15, -0.38], [0.04, -0.27, -0.21], [0.02, -0.78, 0.67], [-0.15, -0.23, -0.61], [-0.62, 0.32, 0.03], [-0.26, 0.52, -0.02], [-0.24, 0.06, 0.24], [-1.10, -1.23, -0.73], [0.66, -0.66, 1.31]]}

***

(2)
{"formula": "C32H40N4O12", "method": "the ωB97M-V functional and the def2-TZVPD basis", "largest_force_ev_per_a": 1.3, "total_energy_ev": -64349.571, "gap_ev": 8.67, "e_above_lowest_ev": 0.068, "elements": ["O", "N", "O", "C", "C", "C", "C", "C", "C", "H", "H", "H", "H", "H", "O", "N", "O", "C", "C", "C", "C", "C", "C", "H", "H", "H", "H", "H", "O", "N", "O", "C", "C", "C", "C", "C", "C", "H", "H", "H", "H", "H", "O", "N", "O", "C", "C", "C", "C", "C", "C", "H", "H", "H", "H", "H", "C", "O", "C", "C", "O", "C", "H", "H", "H", "H", "H", "H", "H", "H", "H", "H", "C", "O", "C", "C", "O", "C", "H", "H", "H", "H", "H", "H", "H", "H", "H", "H"], "positions_angstrom": [[-5.106572, -5.592663, -12.450883], [-3.987111, -6.049397, -12.368612], [-3.695348, -7.070732, -11.774219], [-2.906003, -5.329594, -13.058188], [-3.244024, -4.313075, -13.930571], [-2.232792, -3.634135, -14.607201], [-0.910979, -3.885007, -14.260247], [-0.591980, -4.937345, -13.406965], [-1.593880, -5.673843, -12.781374], [-4.272176, -4.014840, -14.075942], [-2.518922, -2.802738, -15.236851], [-0.093554, -3.277204, -14.620599], [0.442595, -5.208549, -13.237058], [-1.356178, -6.462180, -12.085002], [4.350814, -5.542359, -12.483524], [4.242503, -4.340869, -12.630621], [4.358023, -3.753497, -13.687992], [3.932103, -3.541295, -11.441241], [3.966971, -4.155601, -10.200822], [3.830671, -3.357767, -9.071477], [3.700540, -1.978546, -9.186917], [3.614508, -1.378678, -10.438252], [3.771508, -2.181360, -11.564371], [4.226312, -5.195962, -10.078071], [4.042697, -3.794601, -8.103263], [3.730060, -1.363341, -8.295413], [3.412440, -0.321695, -10.528280], [3.649387, -1.730664, -12.540524], [1.924102, -1.560828, -14.289605], [1.777105, -1.575183, -15.498148], [1.563427, -2.574757, -16.157306], [1.910256, -0.291628, -16.207651], [2.564332, -0.287204, -17.416009], [2.740680, 0.945628, -18.037528], [2.181193, 2.084910, -17.498074], [1.576475, 2.063395, -16.247713], [1.443844, 0.852250, -15.583017], [2.929195, -1.189570, -17.882037], [3.254627, 0.973205, -18.988867], [2.180094, 3.019543, -18.047130], [1.142079, 2.944451, -15.796046], [1.018744, 0.768441, -14.591823], [3.521540, 4.953680, -19.831281], [4.409478, 4.246644, -20.278248], [4.696986, 3.139472, -19.854541], [5.186261, 4.756353, -21.399308], [5.858277, 3.863362, -22.213732], [6.560126, 4.345703, -23.303026], [6.666262, 5.716559, -23.513203], [5.974665, 6.594451, -22.682182], [5.226010, 6.115217, -21.625249], [5.697577, 2.802466, -22.077386], [7.011092, 3.632727, -23.980364], [7.185136, 6.070841, -24.394402], [6.024056, 7.657177, -22.878460], [4.698244, 6.816215, -20.994452], [1.326824, 3.069690, -25.105150], [0.707843, 2.954427, -23.849710], [1.643936, 2.657335, -22.817459], [0.868866, 2.439873, -21.532514], [0.232261, 1.195575, -21.403681], [-0.734890, 0.885281, -22.384000], [1.902398, 2.165975, -25.339738], [2.004682, 3.934906, -25.154481], [0.552982, 3.225208, -25.854043], [2.330272, 3.515990, -22.777425], [2.241278, 1.767302, -23.066318], [0.129515, 3.250164, -21.461268], [1.564145, 2.525538, -20.694899], [-0.264672, 0.555734, -23.312617], [-1.401401, 1.732734, -22.560921], [-1.341905, 0.056695, -22.016481], [-5.021698, -1.553244, -11.495942], [-4.489460, -0.632378, -12.433050], [-3.262099, -0.041533, -12.046362], [-2.137994, -1.048083, -12.098595], [-0.945183, -0.441658, -11.688306], [0.129986, -1.367708, -11.658318], [-4.736621, -1.280157, -10.473682], [-4.652161, -2.567851, -11.674424], [-6.102519, -1.524498, -11.604097], [-3.333054, 0.427923, -11.057146], [-3.097210, 0.742350, -12.786494], [-2.042910, -1.377226, -13.141623], [-2.361911, -1.944603, -11.504916], [0.047947, -2.079096, -12.483151], [0.198378, -1.879716, -10.694988], [1.048687, -0.821264, -11.870466]], "forces_ev_per_angstrom": [[-0.22, 0.07, 0.06], [0.14, -0.28, 0.00], [-0.04, 0.17, 0.00], [0.04, 0.07, 0.19], [0.11, 0.17, -0.48], [-0.14, 0.24, 1.04], [0.15, -0.32, -0.20], [-0.25, -0.20, 0.15], [0.23, 0.27, -0.36], [-0.06, -0.25, 0.00], [0.18, -0.06, -0.17], [-0.08, -0.08, -0.35], [0.01, 0.21, 0.12], [-0.10, -0.11, -0.04], [0.05, -0.01, -0.06], [-0.35, 0.01, -0.30], [0.08, -0.12, 0.09], [0.45, -0.17, 0.53], [0.20, 0.20, 0.37], [0.75, 0.09, -0.08], [-0.01, 0.12, 0.05], [0.01, -0.79, 0.16], [-0.84, 0.94, -0.40], [-0.21, -0.09, -0.26], [-0.37, -0.03, 0.02], [-0.24, -0.04, 0.00], [0.18, 0.05, -0.09], [0.29, -0.16, -0.07], [-0.24, -0.05, 0.06], [0.26, -0.04, -0.21], [0.02, 0.20, 0.09], [0.06, -0.24, 0.39], [0.12, 0.47, -0.35], [-0.21, -0.55, -0.36], [-0.12, 0.70, 0.15], [-0.41, -0.59, 0.13], [0.26, -0.02, 0.08], [-0.02, -0.12, 0.16], [-0.02, 0.14, 0.01], [0.34, -0.04, -0.01], [0.12, 0.12, -0.13], [-0.11, 0.08, -0.05], [0.23, -0.22, -0.08], [-0.27, -0.18, 0.39], [-0.20, 0.20, -0.10], [0.30, 0.12, -0.20], [-0.56, -0.29, -0.20], [0.19, 0.04, 0.13], [-0.51, -0.25, -0.18], [0.45, -0.04, -0.39], [-0.04, 0.50, 0.13], [0.25, 0.02, 0.17], [0.10, 0.11, -0.03], [0.12, 0.13, 0.15], [-0.04, 0.00, 0.08], [-0.10, -0.20, 0.11], [0.12, 0.13, -0.09], [0.13, -0.23, 0.03], [-0.32, 0.14, -0.55], [0.07, 0.48, -0.10], [0.27, -0.32, 0.20], [-0.17, -0.13, 0.01], [-0.05, 0.02, -0.10], [0.02, -0.08, 0.14], [-0.05, -0.12, 0.02], [0.07, -0.09, 0.50], [-0.12, -0.02, -0.03], [0.04, 0.01, 0.07], [-0.09, -0.06, 0.07], [-0.07, 0.21, -0.12], [0.07, 0.06, -0.19], [0.15, 0.02, 0.19], [0.32, 0.07, -0.02], [-0.04, 0.04, 0.14], [-0.32, 0.03, -0.17], [-0.05, -0.16, -0.46], [0.33, 0.04, 0.23], [0.15, 0.36, -0.47], [-0.15, 0.08, 0.01], [-0.12, -0.04, -0.06], [-0.05, -0.12, 0.06], [-0.03, -0.10, 0.03], [0.18, 0.06, 0.12], [-0.01, -0.11, 0.05], [-0.03, 0.08, 0.14], [-0.13, -0.20, 0.18], [-0.04, -0.07, -0.03], [0.00, 0.09, 0.33]]}

***

Q: What is the formula in the first record?
A: C20H45F6N3O7V